ORCA calculation (the ωB97M-V functional and the def2-TZVPD basis) on a structure of composition C11H20NO17Sr.

Geometry as XYZ:
```
50
Properties=species:S:1:pos:R:3:mulliken_charge:R:1
Sr 0.42 -0.41 -0.12 1.829
O 3.99 -0.75 -1.55 -0.507
C 3.86 0.21 -0.64 0.278
O 2.74 0.42 -0.14 -0.381
O 4.85 0.98 -0.44 -0.843
H 3.17 -1.26 -1.68 0.420
O 1.94 0.58 4.28 -0.537
C 1.34 0.86 3.13 0.588
O 1.81 1.92 2.60 -0.872
O 0.45 0.12 2.64 -0.272
H 2.51 1.37 4.13 0.283
O -3.26 -0.58 -2.19 -0.440
C -2.69 -1.64 -1.60 0.477
O -1.44 -1.65 -1.48 -0.550
O -3.47 -2.55 -1.26 -0.782
H -4.19 -0.81 -2.02 0.228
O -0.07 -2.72 3.45 -0.559
C -0.70 -3.18 2.32 0.446
O -0.59 -2.58 1.23 -0.507
O -1.37 -4.24 2.41 -0.821
H 0.02 -1.77 3.26 0.402
O 3.28 -4.10 -1.24 -0.483
C 1.99 -3.68 -1.12 0.431
O 1.72 -2.46 -1.14 -0.425
O 1.15 -4.60 -1.10 -0.769
H 3.16 -5.05 -1.33 0.253
C 0.32 -0.05 -3.47 -0.814
O 0.59 0.82 -2.35 0.040
C 0.15 2.20 -2.44 -0.604
C 0.52 2.96 -1.14 -1.020
N 0.00 2.20 0.02 0.464
C -1.33 2.73 0.33 -0.869
C -2.02 2.13 1.50 -0.788
O -2.13 0.72 1.36 0.017
C -2.78 -0.03 2.36 -0.789
H 0.46 -1.03 -3.02 0.193
H 0.92 0.10 -4.37 0.291
H -0.74 -0.11 -3.73 0.322
H -0.91 2.35 -2.66 0.346
H 0.78 2.63 -3.23 0.396
H 0.17 3.99 -1.07 0.398
H 1.61 3.04 -1.18 0.423
H 0.58 2.47 0.82 -0.104
H -2.01 2.63 -0.52 0.324
H -1.20 3.77 0.65 0.374
H -3.10 2.32 1.55 0.421
H -1.52 2.36 2.45 0.378
H -3.86 -0.06 2.19 0.252
H -2.65 0.49 3.31 0.351
H -2.45 -1.07 2.26 0.110
```

Output
Total energy, Eh: -1795.911333
Frontier orbital gap, hartree: 0.191
HOMO level, eV: 0.98
LUMO level, eV: 6.16
Net charge: -3
ΔE to the lowest compared entry with this formula, charge and spin, eV: 0.884

---

ORCA calculation (the ωB97M-V functional and the def2-TZVPD basis) on a cluster of 3 separate species, C11H20O7S in total.

Geometry as XYZ:
```
39
Properties=species:S:1:pos:R:3:mulliken_charge:R:1
C 3.10 -4.25 -2.14 -1.162
C 3.57 -2.83 -2.26 -0.262
O 3.16 -2.01 -1.15 -0.338
S 1.79 -1.15 -1.32 1.326
C 2.44 0.18 -2.38 -1.013
O 0.78 -1.88 -2.02 -0.657
O 1.56 -0.50 -0.06 -0.600
H 2.01 -4.22 -2.21 0.303
H 3.37 -4.72 -1.19 0.299
H 3.49 -4.89 -2.93 0.354
H 4.66 -2.77 -2.17 0.335
H 3.20 -2.47 -3.22 0.329
H 1.65 0.54 -3.04 0.330
H 3.21 -0.24 -3.03 0.474
H 2.99 0.89 -1.78 0.293
O 0.62 2.56 -1.48 -0.560
C -0.35 2.87 -0.87 0.478
C -0.41 3.38 0.58 -0.126
C -1.80 3.98 0.63 -0.592
C -2.55 3.65 -0.69 -0.369
O -1.60 2.93 -1.45 -0.359
H -0.23 2.49 1.18 -0.032
H 0.34 4.13 0.82 0.342
H -2.30 3.55 1.51 0.226
H -1.78 5.05 0.84 0.384
H -3.40 3.03 -0.40 0.301
H -2.73 4.63 -1.13 0.308
O -2.73 0.46 0.53 -0.573
C -2.50 -0.15 1.54 0.461
C -1.22 -0.85 1.89 0.037
C -1.60 -1.68 3.15 -0.627
C -2.97 -1.07 3.59 -0.393
O -3.34 -0.16 2.58 -0.379
H -0.82 -1.34 1.00 0.164
H -0.47 -0.12 2.16 0.110
H -1.65 -2.73 2.86 0.261
H -0.83 -1.62 3.92 0.338
H -3.68 -1.90 3.51 0.238
H -2.96 -0.78 4.64 0.346
```

Output
Total energy, Eh: -1355.984827
Frontier orbital gap, hartree: 0.395
HOMO level, eV: -9.97
LUMO level, eV: 0.78
ΔE to the lowest compared entry with this formula, charge and spin, eV: 0.000

---

ORCA calculation (the ωB97M-V functional and the def2-TZVPD basis) on a structure of composition C11H21AsN2O5P2PtS6.

Geometry as XYZ:
```
49
Properties=species:S:1:pos:R:3:mulliken_charge:R:1
Pt -0.44 -0.63 0.85 1.626
C 1.68 -0.43 3.75 -1.202
P 1.42 -0.01 2.01 0.891
C 1.82 1.76 1.95 -1.345
C 2.86 -0.85 1.27 -1.242
C 2.89 -0.64 -0.23 -1.016
P 1.26 -1.07 -1.06 0.768
C 1.98 -0.95 -2.76 -1.471
C 1.35 -2.91 -0.95 -1.574
H 2.68 -0.06 4.00 0.461
H 1.62 -1.50 3.89 0.396
H 0.93 0.02 4.40 0.312
H 2.82 1.94 2.34 0.431
H 1.08 2.29 2.55 0.358
H 1.76 2.11 0.91 0.278
H 2.74 -1.91 1.51 0.283
H 3.76 -0.49 1.77 0.587
H 3.66 -1.24 -0.72 0.607
H 3.09 0.41 -0.46 0.291
H 2.86 -1.59 -2.76 0.463
H 2.27 0.08 -2.99 0.278
H 1.27 -1.30 -3.50 0.369
H 2.35 -3.25 -1.22 0.389
H 0.63 -3.35 -1.64 0.405
H 1.09 -3.26 0.05 0.316
S -3.92 -1.90 3.61 -0.513
As -1.95 -1.30 3.85 0.344
S -1.42 0.54 2.63 -0.473
S -0.58 -2.42 2.37 -0.389
S -1.13 -1.24 5.79 -0.595
C -4.22 2.40 -1.57 -1.073
N -2.79 2.34 -1.32 0.205
C -1.92 2.95 -2.17 0.081
C -0.61 2.71 -2.11 -1.284
C -0.13 1.71 -1.17 0.725
O 1.09 1.44 -1.16 -0.690
N -1.00 1.09 -0.33 0.028
C -2.37 1.33 -0.43 0.088
O -3.21 0.75 0.22 -0.488
H -4.46 3.37 -2.00 0.364
H -4.74 2.27 -0.62 0.304
H -4.51 1.59 -2.24 0.298
H -2.36 3.64 -2.88 0.291
H 0.10 3.18 -2.77 0.414
O -0.51 -0.97 -2.42 -0.533
S -1.90 -1.48 -2.29 0.952
O -2.12 -2.66 -3.10 -0.736
O -2.84 -0.39 -2.54 -0.565
S -1.94 -2.11 -0.33 -0.414
```

Output
Total energy, Eh: -6344.640105
Frontier orbital gap, hartree: 0.218
HOMO level, eV: -1.83
LUMO level, eV: 4.12
Net charge: -2
ΔE to the lowest compared entry with this formula, charge and spin, eV: 1.907

---

ORCA calculation (the ωB97M-V functional and the def2-TZVPD basis) on a cluster of 2 separate species, C11H21BrClFN3O8S2 in total.

Geometry as XYZ:
```
48
Properties=species:S:1:pos:R:3:mulliken_charge:R:1
C -4.04 0.30 1.81 -1.052
C -3.17 1.23 1.00 -0.396
O -2.31 0.44 0.18 -0.186
C -1.61 1.17 -0.79 -0.338
C -1.22 0.25 -1.95 -1.045
N -1.10 -1.15 -1.51 0.474
C -2.40 -1.84 -1.48 -1.287
C -2.83 -2.31 -0.11 0.503
O -2.25 -2.29 0.91 -0.382
Br -4.65 -3.05 -0.20 -0.191
C -0.07 -1.83 -2.07 -0.157
N 0.77 -1.40 -3.10 -0.226
C 2.15 -1.05 -2.64 -0.642
C 2.10 0.15 -1.73 0.159
C 3.41 0.48 -0.99 -0.772
C 3.31 0.01 0.47 -0.897
S 2.41 1.18 1.47 1.001
O 2.23 0.65 2.76 -0.465
O 1.31 1.59 0.64 -0.576
Cl 3.70 2.72 1.52 -0.180
N 0.24 -3.06 -1.60 -0.072
F -0.43 -3.62 -0.58 -0.145
H -3.42 -0.29 2.48 0.296
H -4.77 0.87 2.39 0.428
H -4.57 -0.39 1.15 0.138
H -3.78 1.88 0.36 0.357
H -2.56 1.85 1.66 0.360
H -0.70 1.59 -0.35 0.110
H -2.21 2.01 -1.16 0.423
H -1.94 0.34 -2.76 0.623
H -0.27 0.60 -2.34 0.432
H -2.38 -2.73 -2.12 0.591
H -3.17 -1.16 -1.83 0.644
H 0.86 -2.18 -3.75 0.403
H 2.77 -0.83 -3.51 0.403
H 2.62 -1.90 -2.13 0.301
H 1.33 0.04 -0.97 -0.026
H 1.79 1.01 -2.33 0.250
H 3.51 1.56 -0.99 0.358
H 4.29 0.05 -1.47 0.387
H 2.67 -0.88 0.54 0.336
H 4.26 -0.21 0.95 0.482
H 1.00 -3.63 -1.95 0.255
O 0.39 2.45 5.06 -0.707
S 1.83 2.77 5.24 1.126
O 2.58 1.55 5.62 -0.717
O 1.99 3.80 6.28 -0.726
O 2.36 3.26 3.93 -0.656
```

Output
Total energy, Eh: -5128.123227
Frontier orbital gap, hartree: 0.059
HOMO level, eV: -1.70
LUMO level, eV: -0.08
Net charge: -1

---

ORCA calculation (the ωB97M-V functional and the def2-TZVPD basis) on a structure of composition C11H21F3IO4OsP2.

Geometry as XYZ:
```
43
Properties=species:S:1:pos:R:3:lowdin_spin:R:1
C 4.44 3.24 -2.61 0.014
C 3.17 2.60 -2.49 0.043
H 4.53 3.73 -3.61 0.004
H 5.21 2.45 -2.50 0.001
H 4.49 3.99 -1.80 0.001
O 2.11 2.31 -2.92 0.033
I 3.12 1.36 0.19 0.490
Os 0.80 0.41 -0.10 2.097
P -0.36 2.23 0.83 0.188
C -2.19 2.23 0.63 0.011
C -0.35 2.14 2.65 0.061
H -0.54 3.12 3.09 0.012
H -0.44 4.69 0.66 0.005
H 0.62 1.76 2.99 0.002
H 1.18 4.01 0.28 0.003
H -2.59 1.27 0.99 0.000
H -1.12 1.43 3.00 0.001
C 0.10 3.87 0.17 0.028
H -2.65 3.04 1.21 0.004
H -0.11 3.91 -0.91 0.000
H -2.46 2.33 -0.43 0.001
P 1.44 -1.68 -0.95 0.188
C 0.10 -2.73 -1.64 0.011
C 2.64 -1.62 -2.33 0.028
H 2.45 -2.23 1.18 0.002
H 2.56 -3.61 0.04 0.012
H 1.03 -3.23 0.87 0.001
C 1.92 -2.80 0.41 0.061
H 3.52 -1.05 -2.01 0.003
H 2.95 -2.62 -2.66 0.005
H 0.49 -3.73 -1.88 0.004
H -0.33 -2.27 -2.52 0.001
H 2.20 -1.09 -3.18 0.000
H -0.69 -2.83 -0.89 0.000
C -0.35 0.54 -1.55 0.119
O -1.02 0.66 -2.50 0.097
F -2.72 -2.53 2.80 0.002
C -2.31 -1.86 1.72 0.002
F -2.37 -2.69 0.64 0.002
F -3.23 -0.87 1.44 0.001
C -0.89 -1.26 1.90 0.018
O -0.21 -1.39 2.92 0.093
O -0.66 -0.67 0.77 0.352
```

Output
Total energy, Eh: -2102.204982
Frontier orbital gap (alpha / beta), hartree: 0.269 / 0.206
HOMO level (alpha / beta), eV: -19.02 / -20.27
LUMO level (alpha / beta), eV: -11.71 / -14.67
Net charge: +3
2S+1: 5
⟨S²⟩: 6.024
ΔE to the lowest compared entry with this formula, charge and spin, eV: 0.564

---

ORCA calculation (the ωB97M-V functional and the def2-TZVPD basis) on a cluster of 2 separate species, C11H21F8N4O2P2 in total.

Geometry as XYZ:
```
48
Properties=species:S:1:pos:R:3:mulliken_charge:R:1
C -1.89 -1.58 -3.09 -0.834
C -0.26 -1.42 -2.94 -0.392
P 0.43 -2.59 -1.55 -0.026
C -1.13 -3.45 -0.83 -0.854
C 1.24 -1.39 -0.30 0.699
C 1.92 -1.96 1.08 -0.349
N 2.61 -0.65 1.53 -0.411
C 3.35 -0.30 0.22 0.191
N 4.57 0.33 0.17 -0.088
P 5.32 0.62 -1.44 0.290
N 6.97 1.22 -1.06 -0.591
O 5.52 -0.90 -2.30 -0.502
N 2.50 -0.80 -0.95 -0.378
H -2.22 -2.67 -3.40 0.280
H -2.49 -1.28 -2.13 0.121
H -2.22 -0.86 -3.97 0.313
H -0.05 -0.31 -2.61 0.238
H 0.31 -1.72 -3.93 0.352
H -1.62 -4.06 -1.73 0.321
H -1.96 -2.68 -0.48 0.180
H -0.87 -4.24 0.02 0.362
H 0.48 -0.54 0.01 -0.506
H 2.89 -2.64 0.89 0.282
H 1.25 -2.41 1.93 0.327
H 1.92 0.11 1.79 0.275
H 5.02 0.58 1.09 0.379
H 6.80 2.03 -0.42 0.287
H 7.45 1.57 -1.93 0.307
H 6.08 -0.68 -3.12 0.352
H 2.99 -1.48 -1.61 0.410
C -3.28 1.45 0.30 -0.902
C -1.81 1.51 0.75 0.924
C -1.48 0.70 2.00 0.113
F -2.19 1.09 3.08 -0.207
F -0.17 0.85 2.33 -0.282
F -1.44 2.81 0.88 -0.283
F -1.06 1.01 -0.28 -0.256
O -4.12 2.52 0.74 -0.408
C -4.63 2.39 2.07 0.716
C -4.06 3.44 3.04 0.213
F -2.71 3.42 3.07 -0.195
F -4.48 3.20 4.31 -0.250
F -4.45 1.12 2.49 -0.272
F -5.98 2.55 1.96 -0.288
H -3.28 1.54 -0.79 0.460
H -3.74 0.47 0.49 0.379
H -1.66 -0.37 1.84 0.261
H -4.39 4.44 2.76 0.244
```

Output
Total energy, Eh: -2282.512707
Frontier orbital gap, hartree: 0.266
HOMO level, eV: -11.28
LUMO level, eV: -4.06
Net charge: +1